Molecular formula: C8H10NO
Method: DFT, wB97M-V/def2-TZVPD

Results
Energy relative to the best compared isomer or geometry (same formula, charge and spin), kcal/mol: 122.9
Net charge: +1
Gap between HOMO and LUMO (alpha / beta), eV: 3.66 / 3.66
Maximum force, eV Å⁻¹: 7.3
Highest occupied orbital energy (alpha / beta), eV: -9.23 / -9.23

CARTESIAN COORDINATES (ANGSTROEM)
O 1.7742 0.5255 0.8625
N 0.3270 -1.3625 4.5450
C -0.9650 0.8227 -3.6344
C 0.3526 0.1860 -3.4299
C 0.3359 -1.5526 3.0593
C -0.9242 1.5295 -1.2648
C 1.0687 0.7041 -0.0502
C 0.9796 0.1353 -2.2228
C 0.3565 0.9342 -1.1479
C -1.5248 1.4978 -2.5511
H 0.0883 -2.6169 2.7619
H 0.8164 -0.5646 4.7718
H -0.4161 -0.8247 2.5530
H 0.8146 -0.3463 -4.2826
H -1.4053 0.6701 -4.5606
H 0.8791 -2.2026 4.7845
H 1.9074 -0.3063 -1.9972
H -0.5927 -1.2660 4.9852
H -1.2779 2.0749 -0.3711
H -2.5941 1.9624 -2.8108

Molecular formula: C9H8NO
Method: DFT, wB97M-V/def2-TZVPD

Results
Net charge: +1
Spin multiplicity: 3
Gap between HOMO and LUMO (alpha / beta), eV: 7.87 / 6.12
Maximum force, eV Å⁻¹: 6.5
Highest occupied orbital energy (alpha / beta), eV: -12.16 / -14.23

CARTESIAN COORDINATES (ANGSTROEM)
O 1.4418 2.1251 0.0548
N 0.8873 1.0817 0.0570
C 1.8381 -0.4542 0.0447
C -0.3729 0.7132 -0.0560
C -2.8076 -0.4909 0.0858
C -2.7559 0.9202 -0.1292
C 3.2173 -0.0985 -0.0693
C -0.4512 -0.7246 -0.1036
C -1.6857 -1.3039 0.0848
C 0.8862 -1.3509 -0.0210
C -1.4900 1.5538 -0.0841
H 3.7268 0.1075 0.8951
H -1.8815 -2.2933 0.2513
H 3.3778 0.6024 -0.9326
H -3.6114 1.4372 -0.1401
H 0.8388 -2.4531 0.0044
H 3.7119 -0.9450 -0.3262
H -3.6200 -1.0794 0.3609
H -1.2500 2.6527 0.0233

Molecular formula: C11H20IrN3P2
Method: DFT, wB97M-V/def2-TZVPD

Results
Energy relative to the best compared isomer or geometry (same formula, charge and spin), kcal/mol: 17.2
Net charge: +1
Spin multiplicity: 6
Gap between HOMO and LUMO (alpha / beta), eV: 4.09 / 4.82
Maximum force, eV Å⁻¹: 2.1
Highest occupied orbital energy (alpha / beta), eV: -6.42 / -11.77

CARTESIAN COORDINATES (ANGSTROEM)
Ir 0.1232 0.1242 -1.8854
P -0.0458 -0.1535 0.2385
P -0.4745 2.2501 -1.7330
N 0.2437 -1.4300 2.6459
N 1.1275 0.8633 2.4635
N -1.3058 0.4913 2.5722
C -0.1815 1.4011 2.9146
C 1.2820 0.8926 1.0193
C -1.5675 0.4463 1.1379
C 1.3379 -0.4969 3.0092
C 0.3554 0.2102 -4.0735
C 1.3879 -0.6650 -3.4663
C -0.6523 -1.8158 -3.4705
C -0.8933 -0.5334 -4.0490
C 0.7289 -1.9094 -3.1100
C 0.2236 -1.7113 1.1949
C -1.0423 -0.8616 3.1173
H 1.1769 -2.1554 0.8847
H -1.8690 1.4374 0.7725
H 0.6481 3.0603 -1.3721
H 2.2587 0.4612 0.7341
H 1.2409 -2.7666 -2.6890
H -1.8543 -1.5286 2.7949
H -0.1473 1.5092 4.0052
H -1.3968 -2.5861 -3.2854
H -1.0036 -0.7853 4.2178
H 2.4538 -0.4525 -3.4212
H -0.5792 -2.4241 0.9576
H -0.3535 2.3736 2.4307
H 1.2232 1.9221 0.6449
H -1.8346 -0.1695 -4.4491
H -0.8808 2.7571 -3.0069
H 1.3768 -0.4168 4.1103
H -1.5548 2.6427 -0.8749
H 0.5545 1.1764 -4.5247
H 2.2816 -0.8897 2.6089
H -2.3877 -0.2675 0.9359

Molecular formula: C5H15CrMnN4O13S
Method: DFT, wB97M-V/def2-TZVPD

Results
Energy relative to the best compared isomer or geometry (same formula, charge and spin), kcal/mol: 0.0
Net charge: +1
Spin multiplicity: 10
Gap between HOMO and LUMO (alpha / beta), eV: 7.62 / 8.90
Maximum force, eV Å⁻¹: 2.8
Highest occupied orbital energy (alpha / beta), eV: -12.36 / -13.27

CARTESIAN COORDINATES (ANGSTROEM)
Mn -9.7592 7.8564 -13.8468
Cr -8.3749 6.0680 -16.6336
S -11.2079 6.5027 -15.5342
O -10.3218 6.2600 -16.7153
O -6.9708 4.9556 -14.5685
O -3.3875 10.7274 -14.0017
O -8.0982 5.3896 -12.7693
O -11.2105 7.9674 -15.2219
O -9.3900 8.9781 -17.5376
O -10.4691 6.0404 -14.3375
O -9.2444 12.0019 -14.9909
O -9.7249 10.1409 -14.0644
O -2.9685 12.5589 -15.0180
O -7.5141 8.1337 -18.1739
O -12.4992 5.9344 -15.7527
O -8.0839 7.4682 -14.9380
N -3.5854 11.5504 -14.8572
N -9.9960 11.1007 -14.7837
N -7.0830 5.1064 -13.3572
N -8.4973 8.8507 -18.3422
C -6.9523 8.3070 -14.8354
C -11.3730 11.1309 -15.3494
C -4.6972 11.2662 -15.8132
C -8.5560 9.7120 -19.5730
C -5.8135 5.0362 -12.5402
H -11.9797 11.6011 -14.5730
H -11.3293 11.8103 -16.1934
H -6.1377 4.7903 -11.5355
H -8.3125 10.7157 -19.2341
H -5.1469 4.3356 -13.0277
H -11.7373 10.1224 -15.5120
H -5.3665 6.0282 -12.5345
H -4.8744 10.1957 -15.7798
H -6.0061 7.7664 -14.7399
H -4.2084 11.4701 -16.7655
H -9.6049 9.7345 -19.8548
H -7.0166 9.0809 -14.0662
H -7.8850 9.2500 -20.2847
H -6.8585 8.8841 -15.7667
H -5.6140 11.8204 -15.6564

- Look up the net charge of the first one.
  +1